Here is an isolated molecule of C2H3I2N at a distorted geometry from the OMol25 dataset. Energies are from wB97M-V/def2-TZVPD.

```
! wB97M-V def2-TZVPD RIJCOSX def2/J DEFGRID3
* xyz 0 3
C 0.0109 -0.0270 -0.5242
C 0.0032 -0.0838 0.9575
N -0.1577 0.9147 -1.2686
I 0.3281 -2.1286 -1.4040
I -0.4397 1.8466 1.6761
H -0.6602 -0.6890 1.3578
H 0.9756 -0.4912 1.4362
H -0.0602 0.6583 -2.2307
*
```

Its frontier orbital gap (alpha / beta) is 5.37 / 3.97 eV. The calculation puts the LUMO energy (alpha / beta) at 0.07 / -4.70 eV.

Here are the natural (NBO) charges for atoms 1 to 2, given in e: number 1, C, carries 0.2270; number 2, C, carries -0.6651



Here is the ion C11H14N4 with charge +2 at a distorted geometry from the OMol25 dataset. Energies are from wB97M-V/def2-TZVPD.

```
! wB97M-V def2-TZVPD RIJCOSX def2/J DEFGRID3
* xyz 2 1
C 1.4138 4.6292 3.0075
C -0.3081 2.9463 2.4220
C 2.0595 2.4378 2.1512
C -0.6218 1.8420 1.6393
C 1.6182 1.2772 1.5525
C 1.0003 3.3384 2.5398
C -0.0948 -0.0505 0.4975
C -0.3849 -1.9476 -0.7659
C -0.5692 -0.9837 -1.9142
C 1.0442 -2.2045 1.2620
C -1.2057 1.3965 -1.9428
N 1.6103 5.6659 3.4085
N 0.3100 0.9806 1.2667
N 0.2304 -1.2726 0.4978
N -1.3220 0.0976 -1.3695
H -1.2491 3.5701 2.6786
H 3.0872 2.5600 2.2968
H -1.5652 1.5100 1.3845
H 2.4012 0.5251 1.3329
H -1.4556 -2.1336 -0.5173
H 0.2627 -2.7413 -1.0544
H 0.2582 -0.6141 -2.4038
H -1.2997 -1.3296 -2.7176
H 2.1169 -2.2137 0.8096
H 1.0902 -1.9145 2.3361
H 0.7309 -3.2494 1.2199
H -1.6388 2.1147 -1.1980
H -1.9767 1.4225 -2.8793
H -0.2292 1.4940 -2.2980
*
```

Its frontier orbital gap is 7.94 eV. The calculation puts the LUMO energy at -9.38 eV.

Here are the natural (NBO) charges for atoms 1 to 2, given in e: number 1, C, carries 0.1729; number 2, C, carries -0.1960



In order of appearance, energy above the lowest of the compared OMol25 structures with the same formula, charge and spin = 0.0 380.7 kJ/mol.